(1)
{
  "formula": "C46H32Br2Cl5FN5O6V",
  "method": "the ωB97M-V functional and the def2-TZVPD basis",
  "spin_multiplicity": 4,
  "total_charge": -1,
  "max_force_ev_per_a": 1.81,
  "molar_mass_g_mol": 1157.8,
  "s2": 3.81,
  "total_energy_ev": -299060.966,
  "relative_energy_kcal_mol": 31.35,
  "elements": ["Br", "Br", "V", "Cl", "Cl", "Cl", "Cl", "Cl", "F", "O", "O", "O", "O", "O", "O", "N", "N", "N", "N", "N", "C", "C", "C", "C", "C", "C", "C", "C", "C", "C", "C", "C", "C", "C", "C", "C", "C", "C", "C", "C", "C", "C", "C", "C", "C", "C", "C", "C", "C", "C", "C", "C", "C", "C", "C", "C", "C", "C", "C", "C", "C", "C", "C", "C", "C", "C", "H", "H", "H", "H", "H", "H", "H", "H", "H", "H", "H", "H", "H", "H", "H", "H", "H", "H", "H", "H", "H", "H", "H", "H", "H", "H", "H", "H", "H", "H", "H", "H"],
  "coordinates": [[-7.169, 0.039, -1.968], [0.367, -2.127, -4.002], [0.114, -0.160, 0.002], [3.438, -2.786, 4.106], [3.083, -0.831, 1.823], [-2.229, -2.217, 1.620], [1.098, -4.565, 5.079], [-1.709, -4.261, 3.803], [-5.732, 3.547, -1.428], [2.399, 2.665, -3.108], [-0.892, 2.755, -0.930], [1.399, -1.194, -0.806], [3.022, -2.625, -1.350], [1.085, 1.031, -2.246], [-1.311, -0.893, -0.929], [1.077, 1.404, 0.779], [-6.210, 4.086, -4.164], [-8.469, 5.236, -2.822], [-1.385, 3.927, -4.772], [-1.402, 0.804, 1.107], [-1.588, 2.292, 3.088], [-6.605, 5.458, -4.380], [-1.100, -5.386, -1.915], [-3.435, 3.262, -1.812], [0.043, 2.900, -3.109], [-7.312, 3.240, -3.745], [0.435, 2.086, 1.766], [-1.468, 4.538, -6.065], [-1.018, 2.968, -2.119], [2.255, 3.631, 1.945], [-2.509, 3.793, -3.981], [0.282, 3.800, 3.484], [-0.606, -2.284, 2.253], [-4.678, 3.552, -2.292], [-0.386, -5.350, -0.726], [-0.965, 3.322, 3.810], [1.004, 3.194, 2.420], [-4.725, 0.294, -0.480], [1.653, -1.681, 2.340], [1.850, -2.336, -1.207], [-0.857, -4.436, -2.897], [-3.161, -1.009, -2.374], [-4.518, -0.800, -2.629], [0.401, -1.448, 1.733], [2.247, 1.855, 0.342], [-3.342, 0.138, -0.234], [-8.155, 3.775, -2.588], [-0.169, 3.417, -4.328], [0.085, -3.446, -2.668], [1.324, 2.139, -2.774], [0.807, -3.393, -1.486], [1.877, -2.601, 3.373], [2.857, 2.980, 0.898], [-5.281, -0.176, -1.656], [-0.415, -3.240, 3.257], [-2.347, 3.360, -2.657], [-1.847, 5.989, -6.142], [-0.437, 5.557, -6.427], [-0.914, 1.681, 2.027], [-4.900, 3.889, -3.623], [0.837, -3.394, 3.832], [-3.804, 4.033, -4.458], [-2.732, 0.770, 0.883], [0.568, -4.367, -0.524], [-7.231, 6.043, -3.119], [-2.561, -0.597, -1.188], [-2.475, 6.315, -6.961], [2.720, 4.501, 2.397], [-5.741, 6.053, -4.663], [-4.965, -1.139, -3.554], [-7.336, 5.509, -5.200], [-2.028, 6.493, -5.201], [0.726, 4.624, 4.029], [-1.400, -4.455, -3.833], [-3.383, 1.366, 1.517], [-7.630, 3.708, -1.642], [-2.580, 1.965, 3.368], [-7.523, 7.087, -3.225], [-3.275, 2.950, -0.784], [3.794, 3.320, 0.480], [-1.849, -6.151, -2.083], [-2.540, -1.508, -3.110], [-0.084, 5.575, -7.448], [1.142, -4.343, 0.396], [-6.934, 2.263, -3.447], [-5.342, 0.789, 0.262], [-8.956, 5.612, -2.011], [-1.821, 3.893, -6.864], [-0.580, -6.080, 0.050], [-1.496, 3.766, 4.646], [-7.972, 3.095, -4.610], [2.701, 1.309, -0.473], [-9.098, 5.314, -3.623], [-3.974, 4.279, -5.499], [-9.102, 3.241, -2.517], [-6.555, 5.926, -2.273], [0.317, 5.786, -5.686], [0.629, 3.423, -5.061]],
  "forces_ev_per_angstrom": [[-0.03, 0.00, 0.10], [0.01, -0.01, 0.02], [-0.27, -0.66, 0.12], [-0.05, 0.01, -0.05], [-0.12, 0.16, -0.13], [0.08, -0.04, 0.00], [0.00, 0.04, -0.01], [0.05, 0.06, -0.03], [0.05, -0.09, 0.19], [-0.09, -0.10, 0.08], [0.06, 0.05, 0.21], [1.15, -1.18, -0.76], [0.06, -0.02, 0.03], [0.07, 0.11, 0.26], [-0.97, 0.07, -1.04], [0.69, 1.64, 0.36], [-0.09, 0.22, -0.01], [0.10, -0.01, 0.02], [-0.01, 0.08, -0.01], [-0.60, 0.47, 0.14], [0.12, 0.00, -0.06], [-0.01, -0.16, 0.15], [0.02, 0.02, -0.03], [-0.19, -0.07, 0.19], [-0.16, -0.06, 0.09], [0.12, 0.03, -0.11], [-0.03, -0.05, 0.03], [-0.07, -0.17, 0.01], [-0.09, 0.16, -0.14], [0.03, -0.01, -0.04], [0.08, 0.01, 0.05], [-0.02, 0.01, 0.02], [0.04, 0.00, -0.04], [0.20, 0.05, -0.04], [-0.02, 0.01, 0.00], [0.06, 0.04, -0.04], [-0.04, -0.15, 0.10], [-0.08, 0.01, 0.00], [-0.14, -0.08, 0.11], [0.18, 0.34, 0.10], [-0.04, -0.05, 0.04], [-0.08, -0.04, -0.11], [-0.02, -0.02, -0.05], [0.07, -0.66, 0.62], [-0.20, -0.26, 0.05], [0.16, 0.18, 0.11], [-0.03, -0.19, 0.00], [-0.10, -0.09, -0.03], [-0.06, 0.08, 0.00], [0.04, 0.04, -0.18], [-0.13, 0.09, 0.01], [0.05, 0.08, -0.05], [0.06, 0.11, 0.06], [0.27, 0.06, 0.05], [-0.10, 0.02, -0.05], [0.26, -0.03, -0.13], [-0.04, 0.10, 0.01], [0.08, 0.08, -0.04], [-0.06, -0.04, -0.06], [-0.08, -0.04, -0.02], [0.01, -0.01, -0.01], [0.05, -0.01, -0.14], [0.10, -0.07, -0.13], [-0.02, -0.04, 0.06], [0.05, 0.03, -0.03], [0.06, -0.13, 0.27], [0.03, -0.04, -0.02], [0.00, -0.02, 0.02], [0.02, 0.02, -0.01], [0.01, -0.01, 0.03], [0.02, 0.03, -0.02], [0.01, -0.04, 0.01], [0.01, -0.01, -0.01], [0.00, 0.02, 0.01], [0.00, 0.01, 0.04], [-0.15, 0.09, -0.08], [0.00, 0.01, -0.01], [-0.07, -0.01, 0.00], [0.02, 0.00, -0.04], [0.01, 0.00, 0.03], [0.00, 0.01, 0.00], [0.01, -0.02, 0.05], [-0.03, -0.03, 0.00], [-0.02, 0.04, 0.02], [-0.06, -0.01, -0.05], [0.02, 0.03, -0.03], [-0.02, 0.01, 0.00], [-0.01, -0.01, 0.00], [0.02, -0.01, -0.01], [-0.01, 0.00, -0.01], [0.01, -0.03, -0.01], [-0.05, -0.04, -0.05], [-0.04, 0.02, 0.01], [-0.01, -0.02, 0.03], [-0.03, 0.04, -0.03], [-0.05, 0.00, 0.04], [-0.04, -0.02, 0.02], [-0.01, 0.07, 0.02]],
  "lowdin_spin": [-0.003, 0.000, 1.851, -0.001, 0.003, 0.006, 0.002, -0.001, 0.001, 0.002, 0.005, 0.008, 0.018, 0.004, 0.050, -0.009, 0.000, 0.000, 0.000, 0.100, 0.082, 0.000, 0.000, 0.003, 0.000, 0.000, 0.009, 0.000, 0.001, 0.040, 0.000, 0.082, 0.007, 0.001, 0.000, 0.001, 0.002, 0.096, 0.006, 0.008, 0.000, 0.023, 0.104, -0.009, 0.048, 0.028, 0.000, 0.000, 0.000, 0.001, 0.000, -0.002, 0.002, 0.008, -0.001, 0.000, 0.000, 0.000, 0.033, 0.000, 0.008, 0.000, 0.275, 0.000, 0.000, 0.058, 0.000, 0.002, 0.000, 0.008, 0.000, 0.000, 0.005, 0.000, 0.019, 0.000, 0.009, 0.000, 0.004, -0.001, 0.000, -0.001, 0.000, 0.000, 0.000, 0.004, 0.000, 0.000, 0.000, -0.002, 0.000, 0.002, 0.000, 0.000, 0.000, 0.000, 0.000, 0.000]
}



(2)
{
  "formula": "FH12O6V",
  "method": "the ωB97M-V functional and the def2-TZVPD basis",
  "spin_multiplicity": 4,
  "total_charge": 1,
  "max_force_ev_per_a": 2.38,
  "molar_mass_g_mol": 178.0,
  "s2": 3.75,
  "total_energy_ev": -40881.342,
  "elements": ["V", "F", "O", "O", "O", "O", "O", "O", "H", "H", "H", "H", "H", "H", "H", "H", "H", "H", "H", "H"],
  "coordinates": [[0.333, 0.023, -0.100], [-1.123, -1.386, 0.161], [1.846, -1.480, 0.709], [0.266, -0.723, -2.316], [-1.135, 1.629, -1.082], [0.035, 0.491, 1.963], [2.262, 1.021, -0.586], [-3.083, -0.285, 1.368], [-1.825, 1.214, -1.620], [-2.375, -0.745, 0.844], [-0.458, -0.130, 2.528], [2.232, -2.352, 0.438], [-1.673, 2.195, -0.562], [2.637, 1.919, -0.635], [0.354, 0.127, -2.825], [0.602, 0.977, 2.579], [-0.157, -1.456, -2.804], [3.063, 0.558, -0.366], [-3.766, -0.133, 0.641], [1.967, -1.465, 1.665]],
  "forces_ev_per_angstrom": [[-1.31, -1.74, -0.56], [1.21, 1.00, -0.29], [0.72, -0.85, -0.27], [0.46, 1.44, 0.20], [0.60, -1.28, -0.75], [0.42, 0.04, 0.71], [0.24, 1.21, -0.03], [-1.08, 0.44, -2.08], [0.37, -0.38, -0.14], [-0.25, -0.04, 0.49], [-0.32, 0.08, -0.52], [-0.75, 1.10, 0.05], [-0.49, 1.15, 1.31], [-0.88, 0.04, -0.17], [-0.32, -1.78, 0.04], [-0.11, 0.12, -0.24], [0.16, 0.85, 0.20], [0.37, -1.16, 0.22], [1.08, -0.27, 1.77], [-0.13, 0.03, 0.07]],
  "lowdin_spin": [2.829, 0.038, 0.016, 0.016, 0.020, 0.033, 0.036, 0.001, 0.001, 0.000, 0.001, 0.001, 0.001, 0.002, 0.001, 0.002, 0.000, 0.001, 0.000, 0.001]
}



(3)
{
  "formula": "C3H6N2O",
  "method": "the ωB97M-V functional and the def2-TZVPD basis",
  "max_force_ev_per_a": 0.79,
  "molar_mass_g_mol": 86.1,
  "total_energy_ev": -8235.613,
  "relative_energy_kcal_mol": 25.04,
  "smiles": "[H]/N=C(\\C)NC=O",
  "elements": ["O", "N", "N", "C", "C", "C", "H", "H", "H", "H", "H", "H"],
  "coordinates": [[-2.897, -1.275, -0.409], [-0.904, -0.240, -0.507], [0.483, 1.329, -1.181], [1.363, 0.083, 0.747], [0.301, 0.457, -0.273], [-1.905, -0.886, 0.170], [1.267, -0.925, 1.156], [-1.750, -1.024, 1.250], [1.434, 0.803, 1.572], [1.450, 1.595, -1.274], [2.324, 0.143, 0.220], [-1.165, -0.059, -1.470]],
  "forces_ev_per_angstrom": [[0.38, 0.11, 0.41], [-0.15, -0.04, -0.14], [0.07, -0.37, -0.27], [-0.07, -0.09, -0.06], [0.19, 0.04, -0.47], [0.04, -0.05, 0.07], [-0.16, 0.10, -0.04], [0.09, 0.00, 0.02], [-0.31, -0.16, -0.19], [0.33, 0.55, 0.46], [-0.21, -0.09, 0.14], [-0.19, 0.00, 0.07]],
  "mulliken_charge": [-0.537, -0.173, -0.720, -0.998, 0.660, 0.089, 0.309, 0.307, 0.278, 0.227, 0.310, 0.248]
}